# 1
# C18H35Br14IN2OSSi

A structure of composition C18H35Br14IN2OSSi in a non-equilibrium geometry (the ωB97M-V functional and the def2-TZVPD basis, the Open Molecules 2025 dataset).

Geometry as XYZ:
```
73
Properties=species:S:1:pos:R:3:lowdin_charge:R:1
I 2.52101 0.73087 -0.08953 0.452
Si 3.85928 2.74454 -0.50188 0.089
C 2.81183 4.29927 -0.76741 -0.461
C 1.47590 4.38406 -0.00935 -0.521
S 0.18059 5.02139 -1.12359 0.992
C -1.15835 3.95586 -0.88942 -0.701
N -1.67350 3.20463 -1.81149 0.051
N -2.73543 2.53287 -1.22086 0.057
C -2.77591 2.93922 0.00459 -0.229
O -1.83316 3.83630 0.28900 0.043
H 4.58461 2.46885 -1.74817 -0.108
H 4.86239 2.94769 0.55073 -0.082
H 3.41180 5.14582 -0.48778 0.034
H 2.60326 4.35605 -1.82368 0.045
H 1.16720 3.47156 0.47277 0.022
H 1.58526 5.11774 0.77019 0.065
H -3.47088 2.64627 0.77238 0.008
Br 1.48075 -2.74243 0.89529 0.591
C 0.90824 -2.94544 -0.95101 -0.708
C -0.50119 -2.48005 -1.17835 -0.683
Br -1.82773 -3.74708 -0.52397 0.624
H 1.05382 -3.99076 -1.20229 0.012
H 1.59815 -2.33494 -1.53081 0.039
H -0.69398 -2.39661 -2.24566 0.049
H -0.71899 -1.53155 -0.69829 0.048
Br -1.20445 -8.17038 3.08910 0.598
C -1.43345 -6.25962 2.78749 -0.697
C -0.12204 -5.56752 2.54464 -0.734
Br 0.88220 -5.31859 4.19513 0.584
H -1.95827 -5.86696 3.65164 0.050
H -2.06838 -6.18080 1.90816 0.043
H -0.29123 -4.56692 2.15748 -0.036
H 0.52348 -6.11334 1.86473 0.049
Br -5.64662 -0.41110 4.46458 0.658
C -6.67560 1.11019 3.82333 -0.686
C -6.08077 1.68673 2.56850 -0.652
Br -4.48117 2.72662 2.95981 0.727
H -6.71543 1.82721 4.63586 0.051
H -7.67386 0.72711 3.62643 0.061
H -6.77077 2.38148 2.09676 0.064
H -5.78973 0.92494 1.85373 0.059
Br -6.84076 0.92375 -2.95816 0.586
C -5.27830 1.24290 -4.07534 -0.695
C -4.72702 -0.04087 -4.63024 -0.701
Br -3.71795 -1.03254 -3.29705 0.599
H -4.55544 1.78019 -3.46896 0.033
H -5.63037 1.88395 -4.87991 0.056
H -4.01653 0.16888 -5.42628 0.057
H -5.50008 -0.70521 -5.00041 0.047
Br -0.96628 -2.02047 4.40534 0.615
C -1.88976 -0.33316 4.11184 -0.712
C -1.14320 0.55239 3.15074 -0.700
Br 0.38176 1.43092 3.98172 0.599
H -2.03343 0.12954 5.08243 0.052
H -2.85523 -0.61081 3.69733 -0.004
H -1.77545 1.36764 2.81073 0.004
H -0.76494 0.00505 2.29225 0.041
Br 3.97183 -4.78969 -1.47989 0.648
C 4.05309 -6.31205 -2.68597 -0.688
C 2.69024 -6.66312 -3.21944 -0.700
Br 1.60743 -7.57694 -1.88692 0.610
H 4.51033 -7.12488 -2.13283 0.050
H 4.71153 -6.00919 -3.49672 0.057
H 2.77426 -7.35696 -4.05244 0.057
H 2.12861 -5.78930 -3.53139 0.047
Br 7.41504 7.34996 0.69584 0.611
C 8.39062 5.91868 -0.18820 -0.698
C 7.81994 5.61573 -1.54677 -0.661
Br 6.15936 4.59970 -1.41904 0.701
H 8.36224 5.06245 0.47674 0.052
H 9.41371 6.27609 -0.27683 0.058
H 8.49802 4.98291 -2.11412 0.060
H 7.59784 6.51121 -2.11676 0.051
```

The largest force on an atom is 1.119 eV Å⁻¹.


# 2
# C18H35Cl2N2O2P2Pr

A structure of composition C18H35Cl2N2O2P2Pr in a non-equilibrium geometry (the ωB97M-V functional and the def2-TZVPD basis, the Open Molecules 2025 dataset).

Geometry as XYZ:
```
62
Properties=species:S:1:pos:R:3:lowdin_spin:R:1
C 1.44165 -0.04945 -6.84370 0.000
C 0.90106 0.01980 -5.47639 0.001
H 2.53672 -0.09582 -6.86216 0.000
H 1.12780 0.84198 -7.40891 0.000
H 1.03714 -0.92486 -7.38196 0.000
O 1.42629 -0.27348 -4.38860 -0.002
Cl -0.84370 0.62608 -5.41336 -0.002
Pr -0.46674 -0.13073 -2.63135 2.033
P -0.11013 2.80183 -2.16989 -0.004
C 0.96702 3.82025 -1.09311 -0.001
C 0.06996 3.70768 -3.75206 0.000
H -0.16049 4.77170 -3.60419 0.000
H -1.86384 4.47649 -1.83649 0.000
H -0.59938 3.28370 -4.51108 0.000
H -2.54827 2.85287 -2.19384 0.000
H 2.01598 3.66009 -1.38532 0.000
H 1.10195 3.60241 -4.10898 0.000
C -1.76800 3.39765 -1.64055 0.000
H 0.72118 4.89062 -1.20146 0.000
H -1.89750 3.20096 -0.56702 0.000
H 0.84441 3.51683 -0.04260 0.000
P 0.17035 -2.91472 -1.79191 -0.005
C 1.37792 -3.75645 -0.70721 -0.001
C -1.39014 -3.68936 -1.20885 0.000
H -0.28922 -3.47900 -4.11504 0.000
H 0.22277 -4.92231 -3.17591 0.000
H 1.43554 -3.70345 -3.70665 0.000
C 0.40768 -3.85294 -3.35069 0.000
H -2.22581 -3.30137 -1.80725 0.000
H -1.32789 -4.78289 -1.30695 0.000
H 1.23624 -4.85001 -0.72841 0.000
H 1.25506 -3.39149 0.32358 0.000
H -1.56008 -3.41554 -0.15942 0.000
H 2.39629 -3.51322 -1.04545 0.000
Cl -2.88814 -0.91893 -3.14635 -0.013
C 2.53943 1.29832 5.58161 0.000
C 1.10446 0.85327 5.74923 0.000
N 0.50621 0.29352 4.53504 0.000
C 0.14127 -1.14685 4.57309 0.000
C -0.98805 -1.43938 5.54615 0.000
C 0.36820 1.11104 3.44213 0.000
O 0.84915 2.24598 3.40623 0.000
C -0.47583 0.58870 2.29865 0.000
C -1.81599 0.24308 2.51663 0.000
C -2.53753 -0.24353 1.43710 0.000
C -1.92426 -0.30382 0.18924 0.000
N -0.65740 0.11429 -0.05779 -0.004
C 0.05950 0.57781 1.01349 0.000
H 3.16589 0.48627 5.18677 0.000
H 2.93479 1.59876 6.55699 0.000
H 2.58602 2.15515 4.90375 0.000
H 1.01621 0.07656 6.51018 0.000
H 0.50196 1.72581 6.04924 0.000
H -0.11893 -1.47444 3.55934 0.000
H 1.04606 -1.69187 4.88898 0.000
H -1.92298 -0.97019 5.21719 0.000
H -1.15425 -2.52112 5.58295 0.000
H -0.74872 -1.08639 6.55355 0.000
H -2.25175 0.35922 3.50498 0.000
H -3.57132 -0.57774 1.54446 0.000
H -2.48267 -0.70980 -0.66928 0.000
H 1.07684 0.93242 0.81962 0.000
```

The largest force on an atom is 3.343 eV Å⁻¹. The multiplicity is 3. As for the net charge: +2.


# 3
# C18H35Cl2O3P

A cluster of 2 separate species, C18H35Cl2O3P in total (the ωB97M-V functional and the def2-TZVPD basis, the Open Molecules 2025 dataset).

Geometry as XYZ:
```
59
Properties=species:S:1:pos:R:3:lowdin_charge:R:1
C 0.97900 3.52139 0.31235 -0.105
C 1.09071 2.83899 -1.06298 -0.257
C 1.28520 1.32249 -0.99026 -0.233
C 0.08304 0.49062 -0.44633 -0.495
C -1.25518 1.22338 -0.52789 -0.120
P 0.49240 -0.07159 1.27729 1.010
C 1.77216 -1.33246 0.89831 -0.392
C 2.54443 -1.80196 2.15580 -0.255
C 2.71448 -3.32777 2.27167 -0.207
C 4.03712 -3.86652 1.67799 -0.167
C 4.92162 -4.67606 2.64102 -0.235
O 6.10222 -4.01339 3.04734 -0.191
C 5.84660 -2.83997 3.78965 -0.109
C -0.96263 -1.09606 1.74931 -0.836
Cl -0.95553 -2.81229 1.44829 0.636
C -2.03330 -0.55285 2.34744 -0.829
C -2.16695 0.89689 2.71232 -0.147
Cl -3.41547 -1.49692 2.78712 0.657
H 0.54842 2.85602 1.06402 0.033
H 1.96428 3.82237 0.67798 0.071
H 0.34783 4.41074 0.26127 0.072
H 1.98166 3.24188 -1.55879 0.104
H 0.25150 3.10654 -1.70850 0.094
H 1.50740 0.94261 -1.99242 0.112
H 2.18099 1.15273 -0.38073 0.085
H -0.01779 -0.40786 -1.06691 0.108
H -1.39863 1.66105 -1.51620 0.057
H -1.34247 2.03971 0.19433 0.067
H -2.08208 0.52945 -0.34330 0.076
H 2.45862 -0.85963 0.19216 0.070
H 1.34038 -2.18392 0.36685 0.049
H 2.08252 -1.39439 3.05859 0.090
H 3.54753 -1.36420 2.10144 0.090
H 2.63644 -3.62111 3.32296 0.101
H 1.87958 -3.81560 1.76364 0.081
H 3.79884 -4.52436 0.83721 0.106
H 4.63400 -3.04281 1.27551 0.111
H 4.34338 -4.95366 3.53719 0.116
H 5.25556 -5.60250 2.16958 0.118
H 4.98854 -2.97190 4.46229 0.092
H 6.73190 -2.63445 4.39182 0.088
H 5.65277 -1.98128 3.13631 0.078
H -2.62750 0.99552 3.69722 0.072
H -2.81743 1.41415 1.99883 0.077
H -1.19290 1.39059 2.70209 0.046
C -5.79382 2.17507 -5.65844 -0.063
C -4.60454 1.36985 -5.18007 -0.236
O -3.58496 2.19683 -4.60836 0.002
C -3.60302 2.59387 -3.32125 -0.526
C -4.82873 2.34396 -2.47427 0.019
O -2.64971 3.18358 -2.89333 0.094
H -6.29670 2.68073 -4.83405 0.068
H -6.51578 1.52200 -6.14918 0.082
H -5.47014 2.93327 -6.37092 0.084
H -4.89459 0.58285 -4.48313 0.111
H -4.11368 0.88482 -6.02186 0.123
H -5.46298 3.22871 -2.52525 0.097
H -4.50098 2.21615 -1.44587 0.086
H -5.41362 1.47667 -2.76691 0.071
```

The largest force on an atom is 0.475 eV Å⁻¹.


Number 1: calculated total energy -1031670.4505 eV. Number 2: calculated total energy -83990.1757 eV. Number 3: calculated total energy -59708.9147 eV.